(1)
A 5-piece molecular cluster, C37H77IN5O8PS2 overall in a non-equilibrium geometry, computed with ωB97M-V with the def2-TZVPD basis set.

The total energy comes out at -3766.79728 a.u. As for the HOMO-LUMO gap: 0.30553 Eh.

Geometry as ORCA input:
```
! wB97M-V def2-TZVPD RIJCOSX def2/J DEFGRID3
* xyz 0 1
C 6.5246 -1.8441 -1.4810
C 5.2242 -2.2145 -1.0535
C 4.2293 -1.0460 -0.7285
C 2.6629 -1.4683 -0.7811
C 2.1798 -1.1503 -2.2451
C 2.8523 -1.8082 -3.4919
C 4.1975 -1.0920 -4.0386
C 3.0760 -3.3740 -3.5054
O 2.6027 -2.8960 -0.5245
S 1.1386 -3.4115 0.0299
O 1.1859 -4.9149 0.0161
O -0.0596 -2.9756 -0.7263
C 1.1399 -2.8375 1.8163
C -0.3539 -2.7633 2.3832
O -0.9729 -4.0303 1.9757
C -2.1328 -4.1588 2.8422
P 1.9343 -4.2837 2.7499
N 3.3901 -4.7276 2.2682
C 1.9476 -1.4461 1.8233
S 1.0386 -0.3912 3.1149
C 3.4182 -1.5369 2.4641
C 4.0238 -0.0974 2.8727
C 5.6187 -0.0575 2.6323
I 6.3046 1.7813 1.7086
C 1.9432 -0.6755 0.3979
C 0.5493 0.0001 0.0824
C 0.5848 1.5754 0.4333
C -0.4871 2.4064 -0.4080
C -1.8578 1.6549 -0.6419
C -2.6628 1.3040 0.6861
C -3.4201 -0.0968 0.4571
C -4.7152 0.0335 -0.4424
C -5.1519 -1.3599 -1.1202
C -6.1641 -2.1999 -0.2269
H 6.5861 -1.0830 -2.3104
H 7.4509 -2.3075 -1.0329
H 5.0343 -3.3135 -0.9422
H 4.5390 -0.6118 0.2604
H 4.3032 -0.1768 -1.4626
H 2.2401 -0.0159 -2.3733
H 1.0628 -1.3729 -2.3166
H 2.1261 -1.6271 -4.3566
H 4.3255 -0.0465 -3.6358
H 4.1200 -0.9740 -5.1665
H 5.0778 -1.7693 -3.8626
H 2.0429 -3.8596 -3.4766
H 3.5206 -3.6732 -4.5065
H 3.6473 -3.7963 -2.6369
H -0.9936 -1.9609 1.9284
H -0.3941 -2.7864 3.5209
H -2.9788 -4.7119 2.3399
H -1.8275 -4.6262 3.8331
H -2.5373 -3.1191 3.0809
H 1.0780 -5.4350 2.5979
H 2.0114 -3.8922 4.1427
H 3.6661 -4.1018 1.5057
H 1.5727 -0.8943 4.3016
H 4.1672 -2.0387 1.7858
H 3.4207 -2.0895 3.4593
H 3.9124 0.0423 3.9977
H 3.4930 0.7733 2.4065
H 6.1481 -0.1662 3.6309
H 5.9582 -0.9501 2.0157
H 2.6331 0.2138 0.5889
H 0.1820 -0.0364 -0.9742
H -0.3180 -0.3928 0.7089
H 0.3488 1.7712 1.5267
H 1.5921 2.0443 0.2382
H 0.0021 2.7093 -1.3904
H -0.6655 3.3778 0.1462
H -2.5134 2.3604 -1.2531
H -1.7337 0.7337 -1.2924
H -2.0199 1.2727 1.6095
H -3.4977 2.0735 0.7668
H -3.7697 -0.5031 1.4646
H -2.7561 -0.8767 -0.0172
H -5.6375 0.3770 0.1288
H -4.6009 0.7584 -1.3108
H -5.6708 -1.1943 -2.1200
H -4.2690 -2.0284 -1.3424
H -5.9069 -2.2363 0.8697
H -6.1070 -3.2771 -0.5985
H -7.2518 -1.8984 -0.3669
C -2.8419 8.3272 -0.8230
N -2.2782 6.9951 -0.7537
C -3.1015 5.8611 -1.1354
C -1.0037 6.7706 -0.3425
O -0.4774 5.6780 -0.2630
H -3.7136 8.3781 -0.1714
H -3.1460 8.5335 -1.8521
H -2.1152 9.0772 -0.5084
H -3.1895 5.1783 -0.2877
H -2.6214 5.3311 -1.9618
H -4.0923 6.1946 -1.4395
H -0.4651 7.6946 -0.0763
C 9.6048 0.3192 -4.6531
N 8.3826 0.2224 -5.4254
C 8.4654 -0.1058 -6.8361
C 7.1591 0.4292 -4.8711
O 6.1012 0.3627 -5.4632
H 10.2414 1.0956 -5.0846
H 10.1279 -0.6397 -4.6875
H 9.3900 0.5709 -3.6142
H 8.0181 0.7016 -7.4202
H 7.9053 -1.0241 -7.0253
H 9.5042 -0.2421 -7.1349
H 7.2070 0.6719 -3.7968
C -5.9342 7.1743 4.0579
N -5.4888 6.9452 2.6981
C -4.1114 7.2351 2.3493
C -6.3190 6.4670 1.7348
O -6.0022 6.2565 0.5803
H -5.7986 8.2297 4.3070
H -5.3384 6.5614 4.7386
H -6.9865 6.9136 4.1721
H -4.0953 7.9801 1.5556
H -3.6355 6.3225 1.9825
H -3.5679 7.6097 3.2160
H -7.3415 6.2789 2.0988
C -6.7250 -5.8897 1.0917
N -6.7057 -5.3271 2.4273
C -5.5712 -5.5990 3.2889
C -7.7172 -4.5515 2.9008
O -7.7574 -4.0533 4.0075
H -6.6800 -6.9795 1.1606
H -5.8573 -5.5251 0.5361
H -7.6335 -5.6032 0.5617
H -5.9197 -6.1009 4.1942
H -5.1035 -4.6528 3.5713
H -4.8445 -6.2295 2.7772
H -8.5289 -4.4059 2.1700
*
```

***

(2)
A 16-piece molecular cluster, C37H78BBr30O3S3 overall in a non-equilibrium geometry, computed with ωB97M-V with the def2-TZVPD basis set.

The total energy comes out at -80122.27374 a.u. As for the HOMO-LUMO gap: 0.20831 Eh.

Geometry as ORCA input:
```
! wB97M-V def2-TZVPD RIJCOSX def2/J DEFGRID3
* xyz -1 1
O 2.9634 3.6407 0.6362
S 2.9701 3.6976 2.0521
O 2.2439 2.6936 2.7306
O 4.4987 3.5705 2.5277
C 2.6044 5.3140 2.6832
C 1.1328 5.7657 2.6315
C 0.2904 5.3547 1.4266
C -0.6886 4.2241 1.7563
B -2.0508 4.7643 2.5391
S -1.8353 4.6157 4.4911
C -3.3519 3.8610 2.1207
C -3.0786 2.3653 2.2736
C -2.8134 1.6139 0.9770
S -4.1109 1.7993 -0.2892
H 4.6813 2.6164 2.5969
H 3.2853 6.0179 2.2286
H 2.8912 5.2601 3.7282
H 0.6116 5.5014 3.5402
H 1.1994 6.8488 2.6339
H 0.8862 5.1487 0.5400
H -0.3567 6.1876 1.1678
H -1.0187 3.8037 0.8116
H -0.2085 3.4569 2.3563
H -2.2016 5.9520 2.2818
H -3.0146 5.0789 4.9264
H -3.7334 4.1063 1.1353
H -4.1532 4.0971 2.8194
H -2.1856 2.2132 2.8742
H -3.8799 1.8483 2.7979
H -2.7409 0.5550 1.1867
H -1.8800 1.9310 0.5327
H -3.4262 2.1997 -1.3673
Br -6.3327 6.4532 0.2383
C -5.5863 6.6365 -1.5484
C -4.5467 5.5859 -1.8300
Br -2.8718 5.9675 -0.9260
H -5.1887 7.6434 -1.6189
H -6.4295 6.5289 -2.2278
H -4.3096 5.5640 -2.8926
H -4.8525 4.5940 -1.5057
Br 1.1015 2.3507 5.3177
C -0.0170 2.3432 6.9009
C -0.1509 3.7247 7.4781
Br 1.4560 4.2599 8.4523
H 0.4123 1.6319 7.6003
H -0.9891 1.9870 6.5640
H -0.9536 3.7597 8.2114
H -0.3229 4.4741 6.7104
Br 0.6622 -4.0832 3.4163
C 1.4547 -2.3107 3.6191
C 0.6148 -1.4262 4.4952
Br -0.9566 -0.7775 3.5570
H 1.5821 -1.9078 2.6197
H 2.4303 -2.4836 4.0676
H 1.1690 -0.5314 4.7770
H 0.2647 -1.9342 5.3879
Br -0.8702 -5.0544 -1.7582
C -0.3162 -3.8316 -0.3409
C -1.4998 -3.3041 0.4266
Br -2.4668 -1.9485 -0.5741
H 0.2656 -3.0498 -0.8203
H 0.3297 -4.4150 0.3133
H -1.1721 -2.8117 1.3400
H -2.2166 -4.0816 0.6747
Br 2.2221 -3.4198 -3.5149
C 1.2718 -3.5692 -5.2038
C 0.4616 -2.3347 -5.4961
Br -1.1680 -2.2725 -4.4306
H 0.6668 -4.4685 -5.1478
H 2.0463 -3.6990 -5.9568
H 0.1330 -2.3359 -6.5324
H 1.0064 -1.4181 -5.2895
Br -0.2798 -4.1867 -8.2479
C -2.0165 -3.4489 -7.7685
C -2.2899 -2.1530 -8.4846
Br -1.2787 -0.6880 -7.7000
H -2.0213 -3.3361 -6.6873
H -2.7430 -4.2046 -8.0577
H -3.3372 -1.8773 -8.3753
H -2.0327 -2.1864 -9.5377
Br -1.9385 3.1290 -6.4963
C -2.7594 2.7196 -8.2116
C -3.5726 3.8734 -8.7334
Br -5.2729 4.0360 -7.8044
H -3.3498 1.8211 -8.0713
H -1.9315 2.5040 -8.8832
H -3.8285 3.7139 -9.7785
H -3.0621 4.8243 -8.6258
Br 1.7192 0.7190 -2.7279
C 0.8855 1.9907 -3.9362
C 0.3665 3.2082 -3.2202
Br -1.2863 2.8292 -2.2688
H 0.0978 1.4535 -4.4569
H 1.6649 2.2679 -4.6433
H 0.1138 3.9815 -3.9438
H 1.0641 3.6092 -2.4914
Br 0.9877 -6.7980 6.7538
C -0.8389 -6.4919 7.3509
C -1.4148 -5.2431 6.7413
Br -0.7025 -3.6457 7.5982
H -0.8174 -6.4495 8.4331
H -1.3976 -7.3689 7.0312
H -2.4902 -5.2016 6.8999
H -1.2003 -5.1519 5.6809
Br 0.4293 -8.2765 2.9099
C -0.5562 -8.5375 1.2550
C -1.3830 -7.3190 0.9424
Br -2.9802 -7.2415 2.0551
H -1.1574 -9.4336 1.3644
H 0.2011 -8.7013 0.4918
H -1.7471 -7.3486 -0.0795
H -0.8460 -6.3909 1.1038
Br 2.3045 9.5425 -0.5495
C 0.4287 9.5135 -1.0728
C -0.4579 10.0933 -0.0036
Br -0.6980 8.8474 1.4648
H 0.1835 8.4811 -1.2993
H 0.3747 10.1093 -1.9814
H -1.4555 10.2732 -0.3986
H -0.0626 11.0131 0.4147
Br 6.8978 -4.6034 -5.2912
C 7.4499 -3.4316 -3.8392
C 6.2689 -2.8618 -3.1021
Br 5.4008 -1.4389 -4.1001
H 8.0807 -2.6660 -4.2777
H 8.0455 -4.0598 -3.1805
H 6.5907 -2.4037 -2.1695
H 5.5057 -3.6062 -2.8960
Br -2.4297 -6.1510 10.5797
C -1.1790 -5.8313 12.0334
C 0.2358 -6.1354 11.6187
Br 0.5690 -8.0512 11.5492
H -1.5116 -6.4335 12.8717
H -1.2830 -4.7770 12.2787
H 0.9386 -5.7441 12.3502
H 0.4778 -5.7393 10.6374
Br 11.1412 -4.8356 -5.0190
C 11.6916 -5.9025 -3.4887
C 10.7395 -7.0398 -3.2357
Br 9.0912 -6.4175 -2.4151
H 11.7639 -5.2253 -2.6448
H 12.6804 -6.2817 -3.7364
H 11.1686 -7.7463 -2.5289
H 10.4578 -7.5623 -4.1434
Br -6.4731 -0.5409 -6.2218
C -4.5614 -0.3502 -5.8990
C -4.2603 0.1437 -4.5125
Br -4.6068 2.0459 -4.3194
H -4.1828 0.3161 -6.6662
H -4.1439 -1.3455 -6.0414
H -3.1995 0.0225 -4.2977
H -4.8421 -0.3592 -3.7470
*
```